Entry 1:
{"formula": "C4H6O2", "method": "ωB97M-V/def2-TZVPD", "de_lowest_kj_mol": 427.9, "homo_ev": [-8.641, -8.640], "gap_ha": [0.2799, 0.2798], "species": ["O", "C", "C", "C", "C", "O", "H", "H", "H", "H", "H", "H"], "positions_angstrom": [[1.65, -0.97, 0.21], [0.75, -0.06, -0.37], [-0.54, -0.59, -0.83], [0.22, 0.99, 0.53], [-1.01, 0.65, 1.13], [-1.86, 1.24, 1.75], [1.98, -1.54, -0.50], [1.20, 0.50, -1.21], [-1.08, -0.05, -1.60], [-0.83, -1.63, -0.66], [0.69, 1.97, 0.66], [-1.16, -0.49, 0.87]], "nbo_charge": [-0.694, -0.047, -0.227, -0.297, 0.344, -0.561, 0.467, 0.227, 0.221, 0.217, 0.219, 0.131]}



Entry 2:
{"formula": "C25H23F16NO3S", "method": "ωB97M-V/def2-TZVPD", "smiles": "FC(F)C(F)(F)COC(F)(F)C(F)F.FC(F)C(F)(F)COC(F)(F)C(F)F.OCCCc1cccc2c1Nc1ccccc1S2", "homo_ev": -8.038, "gap_ha": 0.3170, "species": ["O", "C", "C", "C", "C", "C", "C", "C", "C", "C", "N", "C", "C", "C", "C", "C", "C", "S", "H", "H", "H", "H", "H", "H", "H", "H", "H", "H", "H", "H", "H", "H", "H", "C", "C", "C", "F", "F", "F", "F", "O", "C", "C", "F", "F", "F", "F", "H", "H", "H", "H", "C", "C", "C", "F", "F", "F", "F", "O", "C", "C", "F", "F", "F", "F", "H", "H", "H", "H"], "positions_angstrom": [[3.01, -2.40, 1.57], [2.73, -1.83, 0.28], [1.81, -0.54, 0.47], [0.84, -0.33, -0.78], [-0.19, 0.78, -0.39], [0.35, 1.99, 0.28], [-0.50, 3.10, 0.70], [-1.93, 3.02, 0.41], [-2.45, 1.83, -0.25], [-1.64, 0.67, -0.65], [-2.18, -0.53, -1.26], [-3.40, -0.99, -0.61], [-3.60, -2.41, -0.27], [-4.84, -2.85, 0.39], [-5.93, -1.94, 0.72], [-5.74, -0.53, 0.41], [-4.51, -0.09, -0.23], [-4.24, 1.68, -0.61], [2.96, -1.66, 2.20], [2.18, -2.55, -0.38], [3.69, -1.52, -0.22], [1.14, -0.68, 1.36], [2.50, 0.32, 0.64], [1.48, 0.03, -1.64], [0.34, -1.28, -1.08], [1.44, 2.09, 0.50], [-0.05, 3.97, 1.22], [-2.64, 3.84, 0.67], [-2.38, -0.39, -2.25], [-2.82, -3.17, -0.49], [-5.00, -3.93, 0.66], [-6.88, -2.23, 1.21], [-6.50, 0.27, 0.62], [1.35, -1.49, -6.97], [2.62, -1.24, -6.13], [3.18, -2.45, -5.37], [2.30, -2.96, -4.49], [4.28, -2.08, -4.67], [2.38, -0.21, -5.29], [3.58, -0.81, -6.99], [0.10, -1.14, -6.39], [-0.51, -2.07, -5.54], [-0.60, -1.57, -4.10], [0.61, -1.27, -3.60], [-1.13, -2.53, -3.30], [0.12, -3.26, -5.64], [-1.76, -2.26, -6.02], [1.43, -0.83, -7.83], [1.33, -2.50, -7.40], [3.47, -3.24, -6.07], [-1.23, -0.68, -4.03], [0.06, 1.46, 5.84], [0.72, 0.93, 4.55], [2.21, 0.60, 4.65], [2.96, 1.67, 4.97], [2.67, 0.15, 3.45], [0.48, 1.80, 3.54], [0.07, -0.22, 4.22], [-0.09, 2.87, 5.96], [1.00, 3.61, 6.44], [1.57, 4.57, 5.39], [1.95, 3.91, 4.27], [2.66, 5.21, 5.87], [1.93, 2.78, 6.94], [0.53, 4.33, 7.48], [-0.97, 1.09, 5.82], [0.50, 1.02, 6.74], [2.39, -0.19, 5.39], [0.82, 5.31, 5.10]], "nbo_charge": [-0.727, -0.057, -0.426, -0.441, 0.013, -0.228, -0.185, -0.250, -0.150, 0.112, -0.656, 0.135, -0.211, -0.210, -0.217, -0.227, -0.172, 0.244, 0.471, 0.173, 0.160, 0.213, 0.203, 0.223, 0.237, 0.223, 0.223, 0.230, 0.377, 0.234, 0.220, 0.227, 0.231, -0.140, 0.595, 0.518, -0.319, -0.322, -0.311, -0.326, -0.506, 0.847, 0.507, -0.316, -0.318, -0.317, -0.317, 0.231, 0.210, 0.143, 0.146, -0.140, 0.595, 0.520, -0.316, -0.337, -0.307, -0.323, -0.505, 0.846, 0.502, -0.318, -0.320, -0.318, -0.317, 0.234, 0.209, 0.147, 0.154]}



Entry 3:
{"formula": "CHLiO2Sc", "method": "ωB97M-V/def2-TZVPD", "spin_multiplicity": 2, "de_lowest_kj_mol": 361.8, "total_charge": 2, "homo_ev": [-19.143, -19.071], "gap_ha": [0.3237, 0.2530], "species": ["O", "C", "O", "Li", "Sc", "H"], "positions_angstrom": [[3.10, -0.20, 0.41], [-0.26, 0.27, -0.02], [-1.16, -0.56, 0.00], [-2.93, -0.67, 0.19], [1.65, -0.20, -0.67], [-0.41, 1.36, 0.10]], "mulliken_spin": [0.991, 0.077, 0.012, 0.000, -0.094, 0.013]}



Entry 4:
{"formula": "C64H106O27", "method": "ωB97M-V/def2-TZVPD", "homo_ev": -9.595, "gap_ha": 0.3586, "species": ["C", "C", "C", "O", "C", "H", "H", "H", "H", "H", "H", "H", "H", "C", "C", "C", "O", "C", "H", "H", "H", "H", "H", "H", "H", "H", "C", "C", "C", "O", "C", "H", "H", "H", "H", "H", "H", "H", "H", "C", "C", "C", "O", "C", "H", "H", "H", "H", "H", "H", "H", "H", "C", "C", "C", "O", "C", "H", "H", "H", "H", "H", "H", "H", "H", "O", "C", "O", "C", "C", "C", "H", "H", "H", "H", "H", "H", "O", "C", "O", "C", "C", "C", "H", "H", "H", "H", "H", "H", "O", "C", "O", "C", "C", "C", "H", "H", "H", "H", "H", "H", "O", "C", "O", "C", "C", "C", "H", "H", "H", "H", "H", "H", "O", "C", "O", "C", "C", "C", "H", "H", "H", "H", "H", "H", "O", "C", "O", "C", "C", "C", "H", "H", "H", "H", "H", "H", "O", "C", "O", "C", "C", "C", "H", "H", "H", "H", "H", "H", "O", "C", "O", "C", "C", "C", "H", "H", "H", "H", "H", "H", "O", "C", "O", "C", "C", "C", "H", "H", "H", "H", "H", "H", "O", "C", "O", "C", "C", "C", "H", "H", "H", "H", "H", "H", "O", "C", "O", "C", "C", "C", "H", "H", "H", "H", "H", "H"], "positions_angstrom": [[-7.68, 22.82, 14.74], [-7.75, 22.53, 13.24], [-6.23, 22.43, 12.92], [-5.57, 23.24, 13.90], [-6.47, 23.77, 14.84], [-7.40, 21.95, 15.33], [-8.58, 23.23, 15.19], [-8.19, 23.38, 12.72], [-8.25, 21.59, 13.00], [-6.09, 22.77, 11.89], [-5.88, 21.40, 12.93], [-6.77, 24.73, 14.43], [-6.04, 23.82, 15.84], [-3.71, 27.26, 23.56], [-2.75, 26.61, 24.64], [-2.89, 25.14, 24.46], [-3.43, 24.98, 23.15], [-4.28, 26.05, 22.82], [-3.07, 27.84, 22.89], [-4.48, 27.89, 23.99], [-3.11, 26.96, 25.61], [-1.70, 26.76, 24.42], [-3.67, 24.69, 25.06], [-2.00, 24.59, 24.74], [-5.26, 25.69, 23.14], [-4.36, 26.23, 21.74], [-5.96, 26.39, 18.31], [-6.67, 26.75, 17.08], [-5.57, 27.38, 16.20], [-4.62, 27.94, 17.20], [-4.93, 27.49, 18.51], [-5.44, 25.43, 18.27], [-6.61, 26.19, 19.17], [-7.54, 27.40, 17.23], [-7.01, 25.83, 16.61], [-5.93, 28.14, 15.51], [-5.11, 26.56, 15.64], [-5.40, 28.20, 19.19], [-4.04, 26.96, 18.84], [-3.61, 22.99, 17.53], [-2.55, 24.15, 17.64], [-1.76, 23.76, 18.91], [-1.80, 22.34, 18.89], [-3.09, 21.91, 18.44], [-3.61, 22.46, 16.58], [-4.65, 23.19, 17.80], [-2.78, 25.21, 17.57], [-1.84, 24.06, 16.82], [-2.27, 24.22, 19.75], [-0.74, 24.12, 19.00], [-3.66, 21.83, 19.36], [-2.88, 20.92, 18.03], [4.80, 26.16, 19.74], [4.97, 26.28, 21.23], [3.55, 26.16, 21.77], [2.92, 25.33, 20.80], [3.38, 25.62, 19.44], [5.61, 25.57, 19.30], [4.85, 27.20, 19.43], [5.44, 27.19, 21.60], [5.63, 25.47, 21.53], [2.99, 27.09, 21.86], [3.46, 25.69, 22.75], [2.77, 26.40, 18.99], [3.31, 24.67, 18.91], [-0.62, 23.15, 21.72], [0.48, 22.71, 21.95], [0.83, 22.76, 23.19], [2.15, 22.23, 23.27], [2.76, 22.02, 21.89], [1.56, 22.18, 21.02], [2.24, 21.27, 23.79], [2.67, 23.06, 23.75], [3.23, 21.06, 21.68], [3.52, 22.74, 21.59], [1.22, 21.20, 20.68], [1.69, 22.80, 20.13], [0.52, 16.60, 18.88], [0.04, 17.20, 19.83], [0.20, 18.47, 19.99], [-0.47, 18.90, 21.12], [-1.56, 17.76, 21.33], [-1.00, 16.57, 20.74], [-1.08, 19.78, 20.88], [0.09, 19.18, 22.02], [-2.56, 18.00, 20.98], [-1.58, 17.61, 22.41], [-1.64, 15.88, 20.19], [-0.44, 16.00, 21.49], [-1.89, 28.57, 19.19], [-1.06, 28.54, 20.18], [-0.42, 29.65, 20.68], [0.42, 29.33, 21.73], [-0.21, 28.13, 22.40], [-0.79, 27.38, 21.16], [0.51, 30.07, 22.53], [1.43, 29.21, 21.35], [-0.87, 28.42, 23.21], [0.64, 27.56, 22.79], [-1.61, 26.73, 21.47], [0.03, 26.87, 20.64], [-3.59, 26.27, 12.71], [-3.07, 25.16, 12.90], [-2.62, 24.75, 14.11], [-1.87, 23.51, 14.03], [-2.25, 22.95, 12.68], [-2.93, 24.11, 11.82], [-2.15, 22.80, 14.81], [-0.79, 23.67, 14.06], [-2.99, 22.15, 12.71], [-1.39, 22.40, 12.31], [-3.93, 23.74, 11.58], [-2.51, 24.47, 10.89], [-5.21, 19.50, 19.47], [-5.04, 18.39, 18.96], [-3.99, 18.08, 18.18], [-4.07, 16.70, 17.77], [-5.41, 16.21, 18.07], [-5.93, 17.20, 19.13], [-3.40, 16.17, 18.44], [-3.83, 16.52, 16.72], [-5.34, 15.15, 18.32], [-5.95, 16.17, 17.11], [-5.92, 16.82, 20.15], [-6.97, 17.32, 18.83], [-0.60, 31.63, 13.78], [-1.65, 31.37, 14.34], [-1.78, 31.16, 15.62], [-3.07, 30.78, 16.06], [-3.99, 30.71, 14.83], [-3.06, 31.24, 13.69], [-3.47, 31.57, 16.69], [-2.97, 29.85, 16.61], [-4.88, 31.34, 14.87], [-4.26, 29.68, 14.64], [-3.34, 32.23, 13.33], [-2.77, 30.52, 12.92], [-9.27, 24.64, 18.71], [-8.48, 23.90, 19.32], [-7.78, 22.81, 18.80], [-6.90, 22.22, 19.84], [-6.74, 23.35, 20.90], [-8.09, 24.07, 20.77], [-5.94, 21.84, 19.49], [-7.36, 21.41, 20.40], [-5.85, 23.92, 20.61], [-6.65, 22.96, 21.91], [-7.95, 25.09, 21.14], [-8.82, 23.65, 21.45], [1.23, 18.23, 16.81], [1.25, 19.45, 16.81], [0.61, 20.08, 15.89], [0.82, 21.49, 15.94], [2.08, 21.62, 16.83], [2.09, 20.35, 17.67], [0.03, 22.09, 16.39], [1.08, 22.01, 15.02], [2.04, 22.50, 17.48], [2.96, 21.80, 16.23], [1.70, 20.36, 18.69], [3.05, 19.85, 17.54], [-6.19, 21.14, 24.07], [-5.04, 21.34, 23.68], [-4.13, 21.77, 24.57], [-2.83, 21.82, 23.99], [-2.86, 20.67, 22.95], [-4.34, 20.72, 22.50], [-1.93, 21.78, 24.60], [-2.71, 22.76, 23.45], [-2.60, 19.72, 23.42], [-2.35, 20.99, 22.05], [-4.78, 19.75, 22.26], [-4.41, 21.30, 21.58], [1.75, 25.88, 16.60], [0.75, 26.65, 16.59], [1.00, 27.99, 16.47], [-0.21, 28.61, 16.18], [-1.25, 27.60, 15.75], [-0.76, 26.36, 16.39], [-0.06, 29.46, 15.51], [-0.48, 29.08, 17.12], [-1.33, 27.51, 14.66], [-2.22, 27.98, 16.05], [-1.00, 25.49, 15.77], [-1.09, 26.23, 17.42], [-6.78, 18.46, 14.03], [-5.64, 18.96, 14.14], [-4.72, 18.69, 13.28], [-3.35, 19.02, 13.72], [-3.44, 19.64, 15.10], [-4.99, 19.77, 15.30], [-2.83, 19.77, 13.12], [-2.81, 18.07, 13.72], [-2.82, 20.53, 15.11], [-2.95, 18.94, 15.78], [-5.19, 20.84, 15.24], [-5.33, 19.53, 16.30]], "lowdin_charge": [-0.156, -0.129, -0.180, -0.158, -0.208, 0.107, 0.118, 0.113, 0.115, 0.109, 0.098, 0.121, 0.107, -0.117, -0.142, -0.219, -0.170, -0.203, 0.080, 0.110, 0.115, 0.092, 0.121, 0.124, 0.117, 0.110, -0.194, -0.167, -0.120, -0.156, -0.208, 0.095, 0.105, 0.125, 0.091, 0.111, 0.105, 0.125, 0.098, -0.115, -0.117, -0.206, -0.153, -0.190, 0.083, 0.089, 0.093, 0.064, 0.110, 0.117, 0.092, 0.119, -0.155, -0.175, -0.205, -0.193, -0.126, 0.112, 0.110, 0.112, 0.108, 0.099, 0.115, 0.100, 0.109, 0.107, -0.502, 0.065, -0.132, -0.147, -0.076, 0.128, 0.125, 0.119, 0.108, 0.101, 0.123, 0.111, -0.504, 0.067, -0.140, -0.154, -0.095, 0.102, 0.128, 0.112, 0.108, 0.125, 0.135, 0.033, -0.328, 0.038, -0.212, -0.142, -0.035, 0.131, 0.124, 0.101, 0.107, 0.110, 0.123, 0.070, -0.443, 0.006, -0.157, -0.135, -0.023, 0.098, 0.121, 0.087, 0.113, 0.102, 0.125, 0.076, -0.455, 0.021, -0.167, -0.164, -0.043, 0.120, 0.136, 0.125, 0.121, 0.134, 0.133, 0.094, -0.504, 0.018, -0.142, -0.112, -0.045, 0.128, 0.095, 0.109, 0.094, 0.120, 0.121, 0.068, -0.416, 0.003, -0.124, -0.151, -0.086, 0.079, 0.124, 0.103, 0.101, 0.118, 0.132, 0.101, -0.526, 0.064, -0.134, -0.135, -0.052, 0.111, 0.120, 0.097, 0.117, 0.104, 0.135, 0.074, -0.450, 0.035, -0.155, -0.122, -0.069, 0.130, 0.087, 0.116, 0.093, 0.122, 0.103, 0.029, -0.350, 0.038, -0.194, -0.130, -0.078, 0.119, 0.111, 0.125, 0.100, 0.094, 0.109, 0.061, -0.485, 0.044, -0.104, -0.131, -0.030, 0.109, 0.129, 0.091, 0.101, 0.094, 0.107]}



Entry 5:
{"formula": "C3H6N", "method": "ωB97M-V/def2-TZVPD", "smiles": "C#CC[NH3+]", "de_lowest_kj_mol": 149.5, "total_charge": 1, "homo_ev": -14.913, "gap_ha": 0.3870, "species": ["C", "C", "C", "N", "H", "H", "H", "H", "H", "H"], "positions_angstrom": [[2.25, 0.20, 0.11], [1.03, -0.08, 0.13], [-0.22, -0.68, -0.10], [-1.23, 0.47, 0.03], [3.12, 0.67, 0.40], [-0.45, -1.62, 0.51], [-0.29, -0.93, -1.17], [-2.04, 0.18, -0.64], [-0.68, 1.31, -0.32], [-1.49, 0.48, 1.05]], "nbo_charge": [-0.025, -0.174, -0.297, -0.703, 0.255, 0.282, 0.253, 0.467, 0.476, 0.466]}



Entry 6:
{"formula": "C2H4N2O2", "method": "ωB97M-V/def2-TZVPD", "de_lowest_kj_mol": 984.0, "homo_ev": [-9.436, -9.439], "gap_ha": [0.2600, 0.2601], "species": ["C", "C", "N", "N", "O", "O", "H", "H", "H", "H"], "positions_angstrom": [[-0.46, 0.39, 1.09], [-0.78, -0.85, 0.50], [0.06, 0.86, -0.10], [-0.02, -0.46, -0.67], [2.18, 1.41, 0.51], [-0.37, -0.66, -1.98], [-0.26, 0.61, 2.03], [-1.43, -1.70, 0.59], [2.27, 0.55, 0.17], [-1.20, -0.14, -2.14]], "nbo_charge": [-0.113, 0.005, 0.001, -0.045, -0.680, -0.505, 0.225, 0.227, 0.428, 0.457]}